#one
Entry from the Open Molecules 2025 dataset: C3H5NO2S in the gas phase (ωB97M-V with the def2-TZVPD basis set).

```
12
C3H5NO2S, DFT ωB97M-V with the def2-TZVPD basis set
C 0.4502 -0.0491 -0.7936
C 1.3166 0.0344 0.4180
C 0.1751 -0.6498 0.6183
N -2.1314 0.1195 0.9227
O -0.4534 1.9617 1.4178
O -0.6278 0.1074 2.9800
S -0.9179 0.6224 1.7020
H -0.0491 0.7837 -1.2346
H 0.8001 -0.8255 -1.5983
H 2.2734 0.4640 0.8020
H -0.3567 -1.3922 0.9822
H -2.3917 0.7128 0.1313
```

## Properties
* total charge: 0
* LUMO (alpha / beta): -1.42 / -1.42 eV
* HOMO level (alpha / beta): -0.370 / -0.370 Ha
* gap between HOMO and LUMO (alpha / beta): 8.7 / 8.7 eV


#two
Entry from the Open Molecules 2025 dataset: 2 unconnected molecules or ions with the total composition C3H5NO2S (ωB97M-V with the def2-TZVPD basis set).

```
12
C3H5NO2S, DFT ωB97M-V with the def2-TZVPD basis set
C 0.2648 1.4415 -0.1625
C 0.4340 0.3748 -0.8718
S 1.8626 -0.6586 -0.4042
O 1.5030 -1.9646 -1.3705
H -0.5340 2.1136 -0.4205
H 0.8190 1.8538 0.6482
H -0.1509 -0.0489 -1.6479
H 1.5045 -1.7567 -2.3739
N -0.7958 -0.3303 1.9826
C -1.8371 -0.2043 1.4421
O -2.7820 0.2515 0.9273
H -0.2881 -1.0718 2.2509
```

## Properties
* total charge: 0
* LUMO: 0.44 eV
* HOMO level: -0.312 Ha
* gap between HOMO and LUMO: 8.9 eV


Which of them is the most stable, and which is the least stable? #two and #one, in that order.


#one
Entry from the Open Molecules 2025 dataset: 2 unconnected molecules or ions with the total composition C3H9NO3 (ωB97M-V with the def2-TZVPD basis set).

```
16
C3H9NO3, DFT ωB97M-V with the def2-TZVPD basis set
N 0.6830 -0.6872 -1.2570
C 0.9923 0.0039 0.0059
C 0.8710 1.5165 -0.1569
O -0.1755 2.0386 -0.5603
C 0.0871 -0.2475 1.1791
O -0.0033 -1.7503 1.3045
H 1.0722 -1.5787 -1.2819
H -0.3162 -0.5554 -1.4619
H 2.0560 -0.2322 0.3827
H 1.8815 2.0510 0.1663
H -0.9134 0.1497 1.0686
H 0.6127 0.1769 2.1138
H -0.2792 -1.9531 2.1904
O -2.4187 -0.0018 -1.1865
H -2.1879 0.5524 -1.9723
H -1.9616 0.5172 -0.5342
```

## Properties
* total charge: 0
* LUMO: 0.47 eV
* HOMO level: -0.343 Ha
* gap between HOMO and LUMO: 9.8 eV


#two
Entry from the Open Molecules 2025 dataset: 2 unconnected molecules or ions with the total composition C3H9NO3 (ωB97M-V with the def2-TZVPD basis set).

```
16
C3H9NO3, DFT ωB97M-V with the def2-TZVPD basis set
C -0.9974 -1.7064 0.5126
N 0.1344 -0.7922 0.5197
C -0.2233 0.5606 0.8797
C 0.7644 1.5501 0.2929
O 1.9336 1.3677 0.1202
O 0.1285 2.6976 -0.0176
H -0.7279 -2.6657 0.0721
H -1.8172 -1.2689 -0.0608
H -1.4490 -1.9178 1.4967
H 0.8711 -1.1591 1.1114
H -0.2931 0.7430 1.9496
H -1.2016 0.8482 0.4989
H 0.7609 3.3548 -0.3400
O 0.6368 -0.2115 -2.5089
H 0.8154 -1.0304 -2.9718
H 0.6644 -0.3698 -1.5548
```

## Properties
* total charge: 0
* LUMO: 0.77 eV
* HOMO level: -0.352 Ha
* gap between HOMO and LUMO: 10.3 eV


#three
Entry from the Open Molecules 2025 dataset: 2 unconnected molecules or ions with the total composition C3H9NO3 (ωB97M-V with the def2-TZVPD basis set).

```
16
C3H9NO3, DFT ωB97M-V with the def2-TZVPD basis set
O 1.0380 1.3824 -1.8007
C 1.2890 1.9323 -0.7316
C 0.8437 1.5020 0.6113
N -0.5821 1.2328 0.6992
C -0.9159 -0.0119 -0.1189
O -0.5419 -1.0613 0.7215
H 1.7931 2.8928 -0.7251
H 1.2510 2.2276 1.3254
H 1.5155 0.6677 0.8680
H -0.9403 1.0424 1.6383
H -1.9718 -0.1458 -0.4887
H -0.1426 -0.1124 -0.9998
H 0.3759 -1.4004 0.3590
O -1.2310 -3.6300 -0.6800
H -0.4470 -3.9458 -0.2228
H -1.3337 -2.5724 -0.4551
```

## Properties
* total charge: 0
* LUMO: 0.33 eV
* HOMO level: -0.351 Ha
* gap between HOMO and LUMO: 9.9 eV


Which of them is the most stable, and which is the least stable? #two and #three, in that order.


#one
Entry from the Open Molecules 2025 dataset: a molecular structure, C3H9NO3 (ωB97M-V with the def2-TZVPD basis set).

```
16
C3H9NO3, DFT ωB97M-V with the def2-TZVPD basis set
H -0.9515 -1.4410 -0.9183
O 0.0837 -1.9529 -1.3338
N -1.3896 -0.6211 0.0185
H 0.1459 -1.8378 -2.2272
H -2.1719 -1.0354 0.5870
H -1.8666 0.1551 -0.3194
C -0.2784 -0.2186 0.8575
H 0.1169 -1.1473 1.3001
C 0.7113 0.6993 -0.2244
O 0.2756 1.7536 -0.3927
O 1.7124 0.0647 -0.7797
H 1.4404 -0.8792 -0.9884
C -0.6771 0.8811 1.9870
H -1.6626 0.7507 2.4138
H 0.2556 0.7723 2.7150
H -0.6874 1.9166 1.6373
```

## Properties
* total charge: 0
* LUMO: 0.65 eV
* HOMO level: -0.364 Ha
* gap between HOMO and LUMO: 10.5 eV


#two
Entry from the Open Molecules 2025 dataset: 2 unconnected molecules or ions with the total composition C3H9NO3 (ωB97M-V with the def2-TZVPD basis set).

```
16
C3H9NO3, DFT ωB97M-V with the def2-TZVPD basis set
C 0.0476 -0.9276 2.1036
C -0.2887 0.1277 1.0670
N 0.5592 1.3347 1.0080
C -0.2696 -0.5206 -0.3008
O -1.2258 -0.9863 -0.8698
O 0.9866 -0.8617 -0.7041
H -0.6144 -1.7863 2.0234
H 1.0631 -1.3099 1.9568
H 0.0897 -0.5232 3.1158
H -1.3212 0.4557 1.1931
H 0.9767 1.4669 1.9236
H 1.3835 1.1076 0.4518
H 0.8621 -1.1433 -1.6252
O -0.1416 1.3856 -2.1349
H 0.3404 1.9986 -1.5688
H -1.0566 1.4232 -1.8166
```

## Properties
* total charge: 0
* LUMO: 0.76 eV
* HOMO level: -0.376 Ha
* gap between HOMO and LUMO: 11.0 eV


Which of them is the most stable, and which is the least stable? #two and #one, in that order.


#one
Entry from the Open Molecules 2025 dataset: C17H21N3O5S2 in the gas phase (ωB97M-V with the def2-TZVPD basis set).

```
48
C17H21N3O5S2, DFT ωB97M-V with the def2-TZVPD basis set
C -2.7316 -2.4638 0.0286
C -1.4916 -1.5743 -0.0057
N -0.3685 -2.2210 0.6387
S 0.7161 -3.0236 -0.3339
O 0.1225 -3.3654 -1.5930
O 1.3116 -4.0498 0.4679
C 1.9291 -1.7330 -0.6181
C 3.0566 -1.6939 0.1815
C 3.9998 -0.7014 -0.0198
C 3.7798 0.2394 -1.0195
N 4.7542 1.2916 -1.2273
O 4.4859 2.1449 -2.0427
O 5.7703 1.2490 -0.5724
C 2.6447 0.1994 -1.8222
C 1.7142 -0.8043 -1.6195
C -1.7708 -0.1794 0.6085
C -2.8087 0.5147 -0.2117
C -3.8869 1.2115 0.2404
C -4.6785 1.7550 -0.7970
C -4.1895 1.4645 -2.0269
S -2.7541 0.5192 -1.9476
N -0.5081 0.5695 0.7265
C 0.0429 0.4740 2.0690
C 1.4355 1.1020 2.1012
O 1.4103 2.4452 1.6871
C 0.8541 2.5524 0.4000
C -0.5591 1.9718 0.3410
H -3.0282 -2.6588 1.0582
H -2.5067 -3.4075 -0.4621
H -3.5625 -1.9909 -0.4877
H -1.1807 -1.4291 -1.0433
H -0.6021 -2.7589 1.4586
H 3.1810 -2.4508 0.9390
H 4.8960 -0.6372 0.5788
H 2.5173 0.9436 -2.5943
H 0.8362 -0.8838 -2.2386
H -2.2017 -0.3237 1.6137
H -4.1166 1.3312 1.2844
H -5.5695 2.3317 -0.6272
H -4.5812 1.7416 -2.9850
H 0.1209 -0.5771 2.3451
H -0.6014 0.9972 2.7993
H 1.8307 1.1032 3.1185
H 2.1028 0.5192 1.4496
H 0.8394 3.6169 0.1611
H 1.4858 2.0213 -0.3276
H -0.9237 2.0611 -0.6818
H -1.2159 2.5569 1.0079
```

## Properties
* total charge: 0
* LUMO: -0.89 eV
* HOMO level: -0.330 Ha
* gap between HOMO and LUMO: 8.1 eV


#two
Entry from the Open Molecules 2025 dataset: a molecular structure, C17H21N3O5S2 (ωB97M-V with the def2-TZVPD basis set).

```
48
C17H21N3O5S2, DFT ωB97M-V with the def2-TZVPD basis set
O -1.2098 -6.4728 1.9296
O -1.3181 -4.9385 3.8396
O -3.5485 1.8846 -2.9053
O -1.8273 0.4882 -3.9935
O 2.3966 4.1874 0.3186
C 2.2636 1.9041 -0.6222
C -0.0193 -1.5313 1.0163
C -1.4797 -2.6811 -0.5355
C 1.4578 0.8211 -1.0273
C 0.3491 3.0105 0.3400
C 0.1049 -2.6863 1.7827
C -1.4050 -3.8113 0.2957
C 1.6994 3.0387 0.0512
C -0.7281 -1.5174 -0.1781
C 0.0931 0.8032 -0.6877
C -0.4699 1.9144 -0.0274
C -0.6103 -3.8343 1.4465
N 0.9145 -5.6773 2.9179
N -3.3596 -0.1092 -2.7989
N -2.1523 0.1728 -1.3633
C -0.7708 -0.3253 -1.1688
C 4.8001 3.9017 0.7577
C 3.7190 4.3772 -0.2355
C -1.9888 2.0051 0.2970
C -2.7581 0.7452 -0.1315
S -0.6816 -5.2519 2.5596
S -2.2946 1.1285 -2.7643
H 3.3164 1.8520 -0.9119
H 0.4855 -0.6184 1.3747
H -2.1465 -2.6693 -1.4012
H 1.8974 0.0011 -1.6072
H -0.0125 3.8985 0.8706
H 0.6805 -2.6583 2.7372
H -1.9839 -4.7290 0.0274
H 1.2974 -6.0581 2.0444
H 0.9227 -6.3877 3.6046
H -2.9747 -0.6777 -3.5258
H -4.2123 0.3374 -3.1126
H -0.3438 -0.7155 -2.1211
H 5.8140 4.0155 0.3303
H 4.7050 2.8954 1.0842
H 4.7716 4.5537 1.6342
H 3.8098 3.8952 -1.2164
H 3.8763 5.4312 -0.4266
H -2.3844 2.8693 -0.2942
H -2.1857 2.1918 1.3706
H -3.8120 1.0019 -0.2539
H -2.6969 0.0249 0.6796
```

## Properties
* total charge: 0
* LUMO: -1.97 eV
* HOMO level: -0.289 Ha
* gap between HOMO and LUMO: 5.9 eV


Which of them is the most stable, and which is the least stable? #one and #two, in that order.


#one
Entry from the Open Molecules 2025 dataset: C15H18N4O3S in the gas phase (ωB97M-V with the def2-TZVPD basis set).

```
41
C15H18N4O3S, DFT ωB97M-V with the def2-TZVPD basis set
C 0.2753 0.1632 -4.6409
C -1.1170 0.6046 -4.2085
C -1.1456 1.7922 -3.2234
C -0.4060 3.0403 -3.7198
C -1.0036 3.6156 -4.9971
C -0.6227 1.3687 -1.8983
N -1.3525 0.9207 -0.9468
N -0.7006 0.5883 0.1593
C 0.5732 0.7732 0.0837
N 1.4930 0.5457 1.0603
C 1.3486 -0.0791 2.2802
O 2.3038 -0.1676 3.0127
C -0.0419 -0.5695 2.6219
C 0.0049 -1.5517 3.7496
C -0.7576 -1.3314 4.8908
C -0.7171 -2.1963 5.9693
C 0.1090 -3.3096 5.9396
C 0.8818 -3.5485 4.8231
C 0.8289 -2.6834 3.7323
N 1.6520 -3.0239 2.6014
O 2.5176 -3.8544 2.7685
O 1.4277 -2.4888 1.5319
S 1.0891 1.4261 -1.4716
H 0.7811 0.9433 -5.2038
H 0.8906 -0.0991 -3.7837
H 0.1972 -0.7148 -5.2779
H -1.6980 0.8801 -5.0895
H -1.6272 -0.2330 -3.7275
H -2.1999 2.0464 -3.0630
H -0.4560 3.7982 -2.9333
H 0.6476 2.8030 -3.8783
H -0.5095 4.5508 -5.2499
H -2.0651 3.8139 -4.8657
H -0.8803 2.9318 -5.8323
H 2.4490 0.8056 0.8457
H -0.4873 -1.0107 1.7284
H -0.6499 0.2960 2.8937
H -1.3943 -0.4602 4.9304
H -1.3253 -1.9970 6.8385
H 0.1507 -3.9831 6.7810
H 1.5362 -4.4053 4.7688
```

## Properties
* total charge: 0
* LUMO: -0.39 eV
* HOMO level: -0.335 Ha
* gap between HOMO and LUMO: 8.7 eV


#two
Entry from the Open Molecules 2025 dataset: C15H18N4O3S in the gas phase (ωB97M-V with the def2-TZVPD basis set).

```
41
C15H18N4O3S, DFT ωB97M-V with the def2-TZVPD basis set
C -4.7154 -0.9599 -1.5675
C -4.7354 -0.7785 -0.0500
C -3.3739 -0.5143 0.4744
N -3.0290 0.5578 1.0902
N -1.7514 0.5913 1.4577
C -1.1061 -0.4733 1.1106
N 0.2342 -0.6278 1.3480
C 0.9358 -1.6986 0.8712
O 0.3676 -2.6500 0.3835
C 2.4550 -1.6526 1.0005
C 3.0715 -0.3021 1.3760
C 3.0858 0.6220 0.1380
N 2.1595 0.1499 -0.8594
C 0.9759 0.7008 -1.2351
O 0.3297 0.2391 -2.1630
C 0.4414 1.8667 -0.5104
C -0.5829 2.6738 -0.9347
C -0.8462 3.5759 0.1162
C 0.0205 3.2512 1.1124
O 0.8080 2.2263 0.7497
C 2.5529 -1.1164 -1.4483
C 3.0347 -2.0848 -0.3555
S -2.0559 -1.6668 0.2788
H -4.0861 -1.8041 -1.8400
H -4.3220 -0.0680 -2.0488
H -5.7219 -1.1410 -1.9362
H -5.1298 -1.6835 0.4194
H -5.3712 0.0640 0.2259
H 0.6914 0.1942 1.7176
H 2.7166 -2.4002 1.7574
H 2.5496 0.1608 2.2146
H 4.0978 -0.4741 1.7054
H 4.0829 0.6043 -0.3179
H 2.8647 1.6512 0.4108
H -1.0726 2.6093 -1.8839
H -1.5869 4.3474 0.1336
H 0.1690 3.6532 2.0950
H 3.3410 -0.9509 -2.1919
H 1.6746 -1.5113 -1.9630
H 2.7029 -3.0944 -0.5932
H 4.1236 -2.0865 -0.2883
```

## Properties
* total charge: 0
* LUMO: 0.57 eV
* HOMO level: -0.321 Ha
* gap between HOMO and LUMO: 9.3 eV


Which of them is the most stable, and which is the least stable? #two and #one, in that order.